Record 1
ORCA calculation (the ωB97M-V functional and the def2-TZVPD basis) on a molecular structure, C22H36N3O4PV.

Computed properties:
HOMO energy: -14.982 eV
charge: +3

Positions of all 67 atoms, in Å:
1 V -0.299 -0.079 2.332
2 C -0.410 2.744 3.571
3 O -1.040 1.614 2.870
4 C -2.499 1.729 2.658
5 C -3.111 0.490 3.243
6 O -2.350 -0.606 2.673
7 C -2.413 -1.849 3.405
8 C -1.421 -1.791 4.534
9 O -0.195 -1.177 3.996
10 C 0.919 -1.346 4.943
11 H -0.472 3.616 2.924
12 H 0.622 2.455 3.751
13 H -0.944 2.892 4.507
14 H -2.645 1.796 1.580
15 H -2.848 2.644 3.134
16 H -4.158 0.396 2.946
17 H -3.035 0.466 4.331
18 H -2.164 -2.626 2.681
19 H -3.428 -2.031 3.763
20 H -1.170 -2.789 4.895
21 H -1.732 -1.167 5.374
22 H 0.520 -1.212 5.945
23 H 1.647 -0.576 4.720
24 H 1.327 -2.346 4.809
25 C 2.798 -2.028 -5.925
26 C 1.593 -1.213 -5.563
27 C 1.688 -0.087 -4.750
28 C 0.581 0.701 -4.460
29 C -0.655 0.349 -4.980
30 N -1.845 1.101 -4.740
31 C -2.089 2.020 -3.776
32 O -2.823 2.962 -3.857
33 N -1.355 1.864 -2.530
34 C -1.218 0.744 -1.774
35 C -1.458 -0.572 -2.231
36 C -1.261 -1.643 -1.388
37 C -0.842 -1.431 -0.086
38 N -0.636 -0.188 0.369
39 C -0.811 0.871 -0.439
40 C -0.779 -0.778 -5.791
41 C 0.337 -1.540 -6.081
42 H 3.652 -1.776 -5.299
43 H 3.080 -1.844 -6.963
44 H 2.596 -3.093 -5.818
45 H 2.655 0.214 -4.366
46 H 0.712 1.612 -3.893
47 H -2.459 1.212 -5.538
48 H -1.373 2.750 -2.043
49 H -1.810 -0.737 -3.237
50 H -1.438 -2.650 -1.738
51 H -0.679 -2.257 0.601
52 H -0.625 1.848 -0.008
53 H -1.740 -1.047 -6.212
54 H 0.232 -2.398 -6.732
55 C 3.387 0.453 3.082
56 P 2.125 0.344 1.784
57 C 2.684 -1.000 0.703
58 C 2.351 1.861 0.818
59 H 4.341 0.671 2.595
60 H 3.497 -0.490 3.617
61 H 3.180 1.255 3.791
62 H 3.735 -0.832 0.455
63 H 2.108 -1.019 -0.222
64 H 2.604 -1.969 1.199
65 H 3.407 1.937 0.550
66 H 2.083 2.747 1.394
67 H 1.768 1.831 -0.101

Here are the Mulliken charges for atoms 1 to 6, given in e:
1 V 0.786
2 C -0.868
3 O 0.001
4 C -0.478
5 C -0.573
6 O -0.252

---

Record 2
ORCA calculation (the ωB97M-V functional and the def2-TZVPD basis) on a single C5H8O molecule.

Computed properties:
HOMO energy: -9.691 eV
SMILES: CCC#CCO
relative energy (zero: lowest compared OMol25 entry of this formula, charge and spin): 2.462 eV
charge: 0

Positions of all 14 atoms, in Å:
1 C 0.527 -2.321 -0.075
2 C 1.192 -0.955 0.101
3 C 0.581 0.130 -0.667
4 C -0.067 1.104 -0.964
5 C -0.918 2.276 -0.715
6 O -1.148 2.408 0.683
7 H 1.068 -2.927 -0.808
8 H 0.523 -2.845 0.887
9 H -0.513 -2.207 -0.401
10 H 1.042 -0.606 1.132
11 H 2.273 -1.020 -0.054
12 H -1.865 2.197 -1.272
13 H -0.411 3.197 -1.017
14 H -1.421 1.535 1.011

Here are the Mulliken charges for atoms 1 to 6, given in e:
1 C -0.990
2 C -0.294
3 C -0.045
4 C -0.043
5 C -0.396
6 O -0.503

---

Calculated molecular weight in order - 488.46 84.12 g/mol
Calculated electronic energy in order - -2609.508915 -270.467408 a.u.